No. 1
C6H9N in the gas phase. Source: OMol25; level of theory: ωB97M-V with the def2-TZVPD basis set.

Each atom is followed by the atoms it is bonded to, with distances in Å.
Element x y z (Å)
1 C -1.4116 -3.0384 0.8826  C2 1.465, H8 1.094, H9 1.095, H10 1.095
2 C -1.1609 -1.6150 0.6401  C1 1.465, C3 1.206
3 C -0.9027 -0.4485 0.4797  C2 1.206, C4 1.469
4 C -0.4256 0.9356 0.3565  C3 1.469, N5 1.459, H11 1.106, H12 1.096
5 N 0.9924 0.9363 0.0142  C4 1.459, C6 1.448, C7 1.448
6 C 1.5479 2.2026 -0.4164  N5 1.448, C7 1.484, H13 1.087, H14 1.090
7 C 1.3021 1.1096 -1.3894  N5 1.448, C6 1.484, H15 1.091, H16 1.086
8 H -2.2118 -3.4334 0.2491  C1 1.094
9 H -1.6900 -3.2087 1.9276  C1 1.095
10 H -0.5043 -3.6186 0.6833  C1 1.095
11 H -1.0343 1.5047 -0.3703  C4 1.106
12 H -0.5359 1.4360 1.3248  C4 1.096
13 H 2.5563 2.4078 -0.0659  C6 1.087
14 H 0.8893 3.0700 -0.4675  C6 1.090
15 H 0.4661 1.2502 -2.0759  C7 1.091
16 H 2.1230 0.5097 -1.7725  C7 1.086

## Properties
Calculated total energy, a.u.: -288.664240
Energy relative to the best compared isomer or geometry (same formula, charge and spin), kJ/mol: 309.3
Structure (SMILES): CC#CCN1CC1
Charge: 0

Atomic partial charges in e from the Löwdin method, atoms 1 to 5: C -0.111; C -0.084; C -0.016; C -0.232; N -0.127

***

No. 2
C6H9N in the gas phase. Source: OMol25; level of theory: ωB97M-V with the def2-TZVPD basis set.

Each atom is followed by the atoms it is bonded to, with distances in Å.
Element x y z (Å)
1 C 1.9917 0.2555 -1.0741  C2 1.549, H8 1.098, H9 1.087, H10 1.085
2 C 1.4131 0.1818 0.3613  C1 1.549, C3 1.499, H11 1.089, H12 1.089
3 C -0.0731 0.0052 0.2871  C2 1.499, C4 1.432, C7 1.361
4 C -0.8090 -1.1234 -0.1988  C3 1.432, C5 1.361, H13 1.080
5 C -2.1272 -0.8896 0.0452  C4 1.361, N6 1.370, H14 1.078
6 N -2.2559 0.3140 0.6866  C5 1.370, C7 1.377, H15 1.002
7 C -0.9962 0.8556 0.8137  C3 1.361, N6 1.377, H16 1.075
8 H 3.0879 0.2930 -1.0184  C1 1.098
9 H 1.7999 -0.6630 -1.6223  C1 1.087
10 H 1.7342 1.2122 -1.5154  C1 1.085
11 H 1.8858 -0.5887 0.9690  C2 1.089
12 H 1.6914 1.1261 0.8262  C2 1.089
13 H -0.4737 -2.0025 -0.7289  C4 1.080
14 H -2.9950 -1.4288 -0.2981  C5 1.078
15 H -3.0186 0.6030 1.2682  N6 1.002
16 H -0.8552 1.8496 1.1985  C7 1.075

## Properties
Calculated total energy, a.u.: -288.763704
Energy relative to the best compared isomer or geometry (same formula, charge and spin), kJ/mol: 48.1
Structure (SMILES): CCc1cc[nH]c1
Charge: 0

Atomic partial charges in e from the Löwdin method, atoms 1 to 5: C -0.104; C -0.209; C -0.269; C -0.057; C -0.143

***

No. 3
C6H9N in the gas phase. Source: OMol25; level of theory: ωB97M-V with the def2-TZVPD basis set.

Each atom is followed by the atoms it is bonded to, with distances in Å.
Element x y z (Å)
1 C -0.2521 -0.0225 2.3976  C2 1.496, H8 1.097, H9 1.093, H10 1.096
2 C -0.3548 0.0869 0.9096  C1 1.496, C3 1.363, N7 1.381
3 C -0.5266 1.1724 0.1042  C2 1.363, C4 1.464, H11 1.084
4 C -0.7129 0.7783 -1.2929  C3 1.464, C5 1.900, C6 1.423
5 C 0.9583 0.1609 -1.9524  C4 1.900, C6 1.767, H12 1.095, H13 1.089, H14 1.088
6 C -0.4456 -0.6172 -1.2138  C4 1.423, C5 1.767, N7 1.401, H15 1.087
7 N -0.3370 -1.0431 0.1165  C2 1.381, C6 1.401, H16 1.008
8 H 0.6701 -0.5254 2.7123  C1 1.097
9 H -0.2668 0.9711 2.8517  C1 1.093
10 H -1.0964 -0.5934 2.8003  C1 1.096
11 H -0.6051 2.1904 0.4693  C3 1.084
12 H 1.7064 -0.4667 -1.4574  C5 1.095
13 H 1.2887 1.1935 -1.8525  C5 1.089
14 H 0.8861 -0.0684 -3.0135  C5 1.088
15 H -0.6964 -1.3758 -1.9505  C6 1.087
16 H -0.0697 -1.9613 0.4350  N7 1.008

## Properties
Calculated total energy, a.u.: -288.644031
Energy relative to the best compared isomer or geometry (same formula, charge and spin), kJ/mol: 362.3
Charge: 0

Atomic partial charges in e from the Löwdin method, atoms 1 to 5: C -0.032; C -0.328; C -0.101; C -0.089; C -0.047

***

No. 4
C6H9N in the gas phase. Source: OMol25; level of theory: ωB97M-V with the def2-TZVPD basis set.

Each atom is followed by the atoms it is bonded to, with distances in Å.
Element x y z (Å)
1 C -1.0467 1.6591 -0.6437  C2 1.508, H8 1.093, H9 1.097, H10 1.100
2 C 0.1688 0.8212 -0.3359  C1 1.508, C3 1.310, N7 1.439
3 C 0.1449 -0.4887 -0.3541  C2 1.310, C5 1.306
4 C -0.7565 -2.4750 0.8067  C5 1.509, H11 1.096, H12 1.093, H13 1.093
5 C -0.0567 -1.7792 -0.3349  C3 1.306, C4 1.509, H14 1.091
6 C 2.5310 1.0153 0.2170  N7 1.317, H15 1.112
7 N 1.3462 1.5606 0.0347  C2 1.439, C6 1.317, H16 1.022
8 H -1.9196 1.0099 -0.7495  C1 1.093
9 H -0.9332 2.2546 -1.5580  C1 1.097
10 H -1.2415 2.3428 0.1956  C1 1.100
11 H -1.4368 -3.2402 0.4163  C4 1.096
12 H -1.3484 -1.7582 1.3819  C4 1.093
13 H -0.0622 -2.9664 1.4923  C4 1.093
14 H 0.2656 -2.3803 -1.1867  C5 1.091
15 H 3.1925 1.8642 0.4952  C6 1.112
16 H 1.1525 2.5602 0.1229  N7 1.022

## Properties
Calculated total energy, a.u.: -288.630792
Energy relative to the best compared isomer or geometry (same formula, charge and spin), kJ/mol: 397.1
Charge: 0

Atomic partial charges in e from the Löwdin method, atoms 1 to 5: C -0.047; C -0.324; C -0.008; C -0.099; C -0.138

***

No. 5
C6H9N in the gas phase. Source: OMol25; level of theory: ωB97M-V with the def2-TZVPD basis set.

Each atom is followed by the atoms it is bonded to, with distances in Å.
Element x y z (Å)
1 C 3.0653 0.3120 -0.3995  C2 1.209, H8 1.073
2 C 1.9543 -0.0754 -0.6756  C1 1.209, C3 1.489
3 C 0.5597 -0.5242 -0.9435  C2 1.489, C4 1.567, H9 1.099, H10 1.093
4 C -0.4434 -0.1317 0.1951  C3 1.567, C5 1.543, C6 1.578, N7 1.681
5 C -0.3319 1.3997 0.3475  C4 1.543, H11 1.100, H12 1.084, H13 1.109
6 C -1.2951 -1.3067 0.8160  C4 1.578, N7 1.415, H14 1.094, H15 1.096
7 N -2.0706 -0.4836 -0.0344  C4 1.681, C6 1.415, H16 1.038
8 H 4.0373 0.6617 -0.1084  C1 1.073
9 H 0.2275 -0.0656 -1.8853  C3 1.099
10 H 0.5833 -1.6071 -1.0902  C3 1.093
11 H 0.6253 1.8381 0.6655  C5 1.100
12 H -1.1155 1.7772 0.9950  C5 1.084
13 H -0.5058 1.8126 -0.6668  C5 1.109
14 H -1.0693 -2.2546 0.3179  C6 1.094
15 H -1.5787 -1.4557 1.8645  C6 1.096
16 H -2.6426 0.1034 0.6021  N7 1.038

## Properties
Calculated total energy, a.u.: -288.621638
Energy relative to the best compared isomer or geometry (same formula, charge and spin), kJ/mol: 421.1
Structure (SMILES): C#CC[C@]1(C)CN1
Charge: 0

Atomic partial charges in e from the Löwdin method, atoms 1 to 5: C 0.103; C -0.143; C -0.171; C -0.295; C -0.067

***

No. 6
C6H9N in the gas phase. Source: OMol25; level of theory: ωB97M-V with the def2-TZVPD basis set.

Each atom is followed by the atoms it is bonded to, with distances in Å.
Element x y z (Å)
1 C 1.5903 0.8384 1.8117  C2 1.496, H8 1.096, H9 1.094, H10 1.097
2 C 0.7600 0.0643 0.8379  C1 1.496, C3 1.372, N7 1.375
3 C 0.6650 -1.2829 0.5963  C2 1.372, C4 1.426, H11 1.083
4 C -0.2592 -1.4697 -0.4729  C3 1.426, C5 1.373, H12 1.083
5 C -0.7147 -0.2309 -0.8525  C4 1.373, C6 1.496, N7 1.375
6 C -1.7486 0.1834 -1.8517  C5 1.496, H13 1.097, H14 1.093, H15 1.097
7 N -0.0861 0.6890 -0.0475  C2 1.375, C5 1.375, H16 1.007
8 H 1.0518 1.7214 2.1747  C1 1.096
9 H 1.8299 0.2195 2.6810  C1 1.094
10 H 2.5381 1.1787 1.3772  C1 1.097
11 H 1.1994 -2.0525 1.1389  C3 1.083
12 H -0.5706 -2.4152 -0.9001  C4 1.083
13 H -1.5305 1.1685 -2.2816  C6 1.097
14 H -1.7881 -0.5341 -2.6757  C6 1.093
15 H -2.7488 0.2348 -1.4035  C6 1.097
16 H -0.1877 1.6873 -0.1320  N7 1.007

## Properties
Calculated total energy, a.u.: -288.781159
Energy relative to the best compared isomer or geometry (same formula, charge and spin), kJ/mol: 2.3
Structure (SMILES): Cc1ccc(C)[nH]1
Charge: 0

Atomic partial charges in e from the Löwdin method, atoms 1 to 5: C -0.044; C -0.337; C -0.065; C -0.064; C -0.336

***

No. 7
C6H9N in the gas phase. Source: OMol25; level of theory: ωB97M-V with the def2-TZVPD basis set.

Each atom is followed by the atoms it is bonded to, with distances in Å.
Element x y z (Å)
1 C -0.9740 -1.6643 -0.4186  C2 1.481, H8 1.159, H9 1.070, H10 1.168
2 C -0.5875 -0.3636 0.1761  C1 1.481, C3 1.467, C6 1.427
3 C -1.5069 0.7728 0.0537  C2 1.467, C4 1.371, H11 1.133
4 C -0.8295 1.9469 0.2599  C3 1.371, N5 1.398, H12 1.083
5 N 0.4766 1.6494 0.6592  C4 1.398, C6 1.459, H13 1.076
6 C 0.6827 0.2176 0.4692  C2 1.427, N5 1.459, C7 1.427
7 C 1.8841 -0.4579 0.0979  C6 1.427, H14 1.049, H15 1.091, H16 1.143
8 H -1.9493 -1.5516 -1.0351  C1 1.159
9 H -1.2557 -2.4036 0.3015  C1 1.070
10 H -0.0298 -2.2021 -0.8475  C1 1.168
11 H -2.6253 0.6704 -0.0996  C3 1.133
12 H -1.2750 2.9201 0.0945  C4 1.083
13 H 1.2276 2.2473 0.1721  N5 1.076
14 H 2.0299 -1.4957 0.1466  C7 1.049
15 H 2.1585 -0.2467 -0.9368  C7 1.091
16 H 2.5738 -0.0392 0.9070  C7 1.143

## Properties
Calculated total energy, a.u.: -288.708676
Energy relative to the best compared isomer or geometry (same formula, charge and spin), kJ/mol: 192.6
Structure (SMILES): Cc1cc[nH]c1C
Charge: 0

Atomic partial charges in e from the Löwdin method, atoms 1 to 5: C -0.077; C -0.250; C -0.082; C -0.159; N 0.031

***

Please write out number 5 again, unchanged.
C6H9N in the gas phase. Source: OMol25; level of theory: ωB97M-V with the def2-TZVPD basis set.

Each atom is followed by the atoms it is bonded to, with distances in Å.
Element x y z (Å)
1 C 3.0653 0.3120 -0.3995  C2 1.209, H8 1.073
2 C 1.9543 -0.0754 -0.6756  C1 1.209, C3 1.489
3 C 0.5597 -0.5242 -0.9435  C2 1.489, C4 1.567, H9 1.099, H10 1.093
4 C -0.4434 -0.1317 0.1951  C3 1.567, C5 1.543, C6 1.578, N7 1.681
5 C -0.3319 1.3997 0.3475  C4 1.543, H11 1.100, H12 1.084, H13 1.109
6 C -1.2951 -1.3067 0.8160  C4 1.578, N7 1.415, H14 1.094, H15 1.096
7 N -2.0706 -0.4836 -0.0344  C4 1.681, C6 1.415, H16 1.038
8 H 4.0373 0.6617 -0.1084  C1 1.073
9 H 0.2275 -0.0656 -1.8853  C3 1.099
10 H 0.5833 -1.6071 -1.0902  C3 1.093
11 H 0.6253 1.8381 0.6655  C5 1.100
12 H -1.1155 1.7772 0.9950  C5 1.084
13 H -0.5058 1.8126 -0.6668  C5 1.109
14 H -1.0693 -2.2546 0.3179  C6 1.094
15 H -1.5787 -1.4557 1.8645  C6 1.096
16 H -2.6426 0.1034 0.6021  N7 1.038

## Properties
Calculated total energy, a.u.: -288.621638
Energy relative to the best compared isomer or geometry (same formula, charge and spin), kJ/mol: 421.1
Structure (SMILES): C#CC[C@]1(C)CN1
Charge: 0

Atomic partial charges in e from the Löwdin method, atoms 1 to 5: C 0.103; C -0.143; C -0.171; C -0.295; C -0.067